Record 1
The following is a DFT calculation (wB97M-V/def2-TZVPD) of a 7-piece molecular cluster, C22H42O15S3 overall.

Its HOMO energy is -0.3405 Eh. As for the HOMO-LUMO gap: 9.262 eV. The value obtained for the energy relative to the best compared isomer or geometry (same formula, charge and spin) is 22.8 kcal/mol.

ORCA input file:
```
! RIJCOSX wB97M-V def2-TZVPD def2/J DEFGRID3
* xyz 0 1
C 0.706 1.599 0.362
C 0.390 0.602 1.436
C -0.796 -0.330 1.114
O -0.296 -1.649 1.389
C 1.040 -1.594 1.594
O 1.740 -2.526 1.813
O 1.470 -0.321 1.602
H 1.070 1.154 -0.561
H 1.426 2.318 0.760
H -0.174 2.222 0.172
H 0.117 1.088 2.373
H -1.228 -0.259 0.114
H -1.621 -0.157 1.807
C -2.724 -5.083 1.785
C -2.698 -3.781 1.027
C -2.268 -3.788 -0.442
O -3.235 -2.926 -1.052
C -4.298 -2.739 -0.241
O -5.322 -2.248 -0.583
O -4.033 -3.220 0.998
H -3.341 -4.977 2.681
H -1.700 -5.360 2.029
H -3.280 -5.862 1.255
H -2.112 -3.045 1.575
H -2.290 -4.771 -0.910
H -1.303 -3.304 -0.570
C 1.322 4.379 -1.634
C 1.583 5.791 -2.095
C 0.810 6.933 -1.432
O 1.791 7.570 -0.598
C 3.026 7.107 -0.883
O 4.019 7.520 -0.385
O 2.970 6.123 -1.811
H 1.160 4.404 -0.556
H 2.241 3.836 -1.868
H 0.543 3.840 -2.164
H 1.552 5.870 -3.183
H -0.025 6.579 -0.834
H 0.493 7.674 -2.162
C 0.083 -5.938 4.179
C 1.176 -6.257 3.192
C 1.085 -5.639 1.806
O 2.444 -5.353 1.467
C 3.146 -5.217 2.618
O 4.258 -4.818 2.706
O 2.417 -5.650 3.674
H 0.036 -6.701 4.952
H -0.882 -5.734 3.716
H 0.361 -5.010 4.682
H 1.439 -7.312 3.096
H 0.579 -4.670 1.746
H 0.584 -6.310 1.109
C -1.783 -0.035 -5.490
S -1.884 -0.783 -3.852
O -2.314 -2.186 -4.026
C -0.140 -0.813 -3.441
H -2.758 -0.127 -5.955
H -0.976 -0.495 -6.056
H -1.540 1.014 -5.301
H -0.103 -1.355 -2.496
H 0.227 0.204 -3.308
H 0.447 -1.373 -4.169
C -2.678 4.320 -4.921
S -1.861 4.663 -3.370
O -2.624 5.735 -2.717
C -2.318 3.085 -2.642
H -2.343 3.400 -5.398
H -2.602 5.156 -5.609
H -3.735 4.186 -4.667
H -3.374 2.906 -2.859
H -2.072 2.994 -1.592
H -1.812 2.314 -3.233
C 4.358 1.224 3.241
S 3.281 2.333 4.119
O 2.406 2.847 3.027
C 2.345 1.099 5.047
H 5.182 1.777 2.792
H 3.818 0.738 2.428
H 4.799 0.442 3.866
H 1.555 1.644 5.557
H 3.019 0.701 5.806
H 2.029 0.326 4.352
*
```

Löwdin population analysis, charges in e, atoms 1 to 6: number 1, C, carries -0.03; number 2, C, carries -0.31; number 3, C, carries -0.07; number 4, O, carries 0.03; number 5, C, carries -0.54; number 6, O, carries 0.19

Record 2
The following is a DFT calculation (wB97M-V/def2-TZVPD) of C22H43AlF3N2O2 as an isolated structure.

Its HOMO energy is -0.1717 Eh. As for the HOMO-LUMO gap: 6.926 eV. The value obtained for the energy relative to the best compared isomer or geometry (same formula, charge and spin) is 4.3 kcal/mol.

ORCA input file:
```
! RIJCOSX wB97M-V def2-TZVPD def2/J DEFGRID3
* xyz -1 1
C 2.035 0.200 5.944
C 1.414 -1.095 5.463
C 1.894 -1.772 4.373
C 1.269 -2.913 3.960
C 0.173 -3.387 4.624
C -0.311 -2.743 5.741
C -1.516 -3.225 6.495
Al -3.087 -3.398 5.186
O -4.354 -4.388 6.027
C -3.951 -1.586 4.782
O -3.325 -0.830 3.672
C -2.944 0.388 3.979
F -2.524 1.028 2.859
F -3.935 1.170 4.496
F -1.915 0.438 4.859
C 0.336 -1.587 6.150
H 1.762 0.968 5.208
H 3.125 0.165 5.969
H 1.597 0.526 6.885
H 2.767 -1.373 3.866
H 1.648 -3.414 3.077
H -0.309 -4.277 4.241
H -1.306 -4.181 6.987
H -1.825 -2.529 7.281
H -2.651 -4.108 3.812
H -4.894 -4.833 5.370
H -4.052 -0.995 5.696
H -4.971 -1.807 4.453
H -0.043 -1.082 7.032
C 0.930 3.064 -2.933
C -0.142 2.551 -1.982
N -0.038 3.106 -0.649
C -0.856 2.407 0.335
C -2.377 2.445 0.164
C -0.050 4.555 -0.566
C -1.256 5.300 -1.152
H 1.927 2.912 -2.518
H 0.873 2.522 -3.879
H 0.805 4.125 -3.159
H -0.027 1.466 -1.909
H -1.131 2.729 -2.432
H -0.603 2.778 1.331
H -0.542 1.359 0.338
H -2.793 3.417 0.430
H -2.833 1.714 0.825
H -2.687 2.199 -0.854
H 0.852 4.930 -1.060
H 0.073 4.845 0.481
H -1.527 4.934 -2.144
H -1.012 6.361 -1.256
H -2.131 5.236 -0.508
C 2.910 -2.767 -7.328
C 3.059 -1.917 -6.074
N 2.428 -0.616 -6.184
C 2.813 0.305 -5.127
C 2.419 -0.045 -3.689
C 1.017 -0.624 -6.529
C 0.056 -1.391 -5.613
H 3.262 -2.227 -8.209
H 3.503 -3.677 -7.230
H 1.875 -3.070 -7.497
H 4.128 -1.764 -5.904
H 2.686 -2.489 -5.211
H 2.425 1.299 -5.369
H 3.902 0.412 -5.163
H 1.356 0.107 -3.511
H 2.953 0.607 -2.995
H 2.675 -1.073 -3.428
H 0.919 -1.033 -7.540
H 0.673 0.409 -6.620
H 0.430 -2.383 -5.356
H -0.900 -1.531 -6.124
H -0.153 -0.851 -4.692
*
```

Löwdin population analysis, charges in e, atoms 1 to 6: number 1, C, carries -0.06; number 2, C, carries -0.30; number 3, C, carries -0.09; number 4, C, carries -0.10; number 5, C, carries -0.09; number 6, C, carries -0.31

Record 3
The following is a DFT calculation (wB97M-V/def2-TZVPD) of C22H43CeN2OP2S as an isolated structure.

Its HOMO energy (spin up / spin down) is -0.6329 / -0.6330 Eh. As for the HOMO-LUMO gap (spin up / spin down): 5.401 / 5.491 eV. The value obtained for the energy relative to the best compared isomer or geometry (same formula, charge and spin) is 263.2 kcal/mol.

ORCA input file:
```
! RIJCOSX wB97M-V def2-TZVPD def2/J DEFGRID3
* xyz 3 1
Ce 0.000 0.000 0.000
P -0.886 2.027 -0.462
P 0.542 -2.193 0.055
N -1.635 -0.687 -1.088
C -2.361 1.599 -1.511
H -3.175 2.342 -1.433
H -2.014 1.568 -2.559
C -2.790 0.194 -1.080
H -3.298 0.253 -0.082
H -3.565 -0.182 -1.786
C -2.029 -2.055 -0.805
H -2.821 -2.383 -1.517
H -2.472 -2.189 0.217
C -0.813 -2.975 -0.950
H -0.478 -2.971 -2.003
H -1.023 -4.018 -0.654
C 0.412 -3.043 1.724
C 1.233 -2.337 2.816
H 0.957 -2.744 3.806
H 1.049 -1.252 2.830
H 2.315 -2.497 2.677
C 2.128 -2.717 -0.814
C 3.381 -2.338 -0.007
H 4.281 -2.432 -0.641
H 3.514 -3.015 0.856
H 3.333 -1.305 0.372
C 0.129 3.192 -1.538
C 1.295 3.827 -0.762
H 2.003 4.301 -1.466
H 1.848 3.084 -0.165
H 0.933 4.614 -0.079
C -1.622 2.966 0.988
C -0.624 3.150 2.144
H -1.160 3.514 3.040
H 0.153 3.892 1.894
H -0.122 2.207 2.406
C 1.457 0.595 0.832
C 2.187 -4.172 -1.310
H 2.296 -4.884 -0.478
H 1.290 -4.453 -1.887
H 3.063 -4.299 -1.973
C -0.660 4.241 -2.341
H 0.011 4.721 -3.078
H -1.501 3.795 -2.897
H -1.061 5.036 -1.692
C -2.329 4.285 0.642
H -2.920 4.628 1.510
H -1.600 5.080 0.406
H -3.018 4.185 -0.214
C 0.664 -4.559 1.725
H 1.738 -4.786 1.614
H 0.334 -4.990 2.688
H 0.117 -5.080 0.921
H -0.659 -2.869 1.948
H -2.388 2.239 1.323
H 2.090 -2.060 -1.706
H 0.557 2.470 -2.261
O 2.390 0.985 1.439
H 0.700 0.183 -3.022
H 1.391 0.235 -2.616
S -1.716 -0.274 2.298
C -1.117 -0.614 3.792
N -0.126 0.123 4.384
C 0.319 -0.150 5.641
C -0.243 -1.195 6.374
C -1.260 -1.956 5.803
C -1.702 -1.668 4.510
H 0.335 0.907 3.891
H 1.109 0.446 6.078
H 0.107 -1.408 7.376
H -1.710 -2.765 6.363
H -2.501 -2.259 4.079
*
```

Löwdin population analysis, charges in e, atoms 1 to 6: number 1, Ce, carries 0.30; number 2, P, carries 0.97; number 3, P, carries 0.98; number 4, N, carries -0.29; number 5, C, carries -0.22; number 6, H, carries 0.12

| no. | F_max (hartree/bohr) |
| --- | --- |
| 1 | 0.026 |
| 2 | 0.031 |
| 3 | 0.337 |